The following is a DFT calculation (ωB97M-V with the def2-TZVPD basis set) of 2 unconnected molecules or ions with the total composition FH3N2 in a non-equilibrium geometry.

Lowest unoccupied orbital energy (spin up / spin down) (eV): -0.284 / -0.496
Highest occupied orbital energy (spin up / spin down) (eV): -9.85 / -10.15
Energy relative to the best compared isomer or geometry (same formula, charge and spin) (eV): 3.403
Orbital gap (spin up / spin down) (Ha): 0.3517 / 0.3548
Electronic energy (hartree): -210.947988

```
6
Properties=species:S:1:pos:R:3:forces:R:3:nbo_charge:R:1
N -0.474222 0.186826 0.370500 0.3 1.1 0.6 -0.64
N -0.486494 -1.063761 0.001242 1.1 -1.0 -1.3 0.14
F 0.370396 -1.856934 0.895185 -0.2 0.5 0.0 -0.33
H -1.279735 0.515065 0.894267 -0.1 -0.3 -0.2 0.38
H 0.399888 0.622677 0.654353 -0.1 -0.3 0.0 0.37
H 0.883506 -1.073827 -1.377219 -1.1 -0.1 0.9 0.08
```
Positions in Å, forces in eV/Å.